Entry 1:
The following is a DFT calculation (the ωB97M-V functional and the def2-TZVPD basis) of a 2-piece molecular cluster, C4H8O2 overall.

Cartesian coordinates (Å):
C1 0.1794 -1.5766 -0.7210
C2 -0.0617 -0.1208 -1.0085
O1 -2.3253 1.5603 1.4631
C3 -1.2913 0.9795 1.6740
C4 0.7424 0.8937 -0.6825
O2 1.9291 0.8334 -0.0204
H1 1.0327 -1.7486 -0.0527
H2 -0.6948 -2.0302 -0.2396
H3 0.3705 -2.1415 -1.6413
H4 -0.9742 0.1369 -1.5389
H5 -1.2338 -0.1268 1.7283
H6 -0.3333 1.5100 1.8400
H7 0.4937 1.9233 -0.9231
H8 2.1665 -0.0926 0.1227

Output
Lowest unoccupied orbital energy (eV): 0.64
DFT total energy (eV): -8371.0389
Orbital gap (hartree): 0.356
SMILES string: C/C=C\O.C=O
Energy above the lowest of the compared OMol25 structures with the same formula, charge and spin (eV): 2.243

---

Entry 2:
The following is a DFT calculation (the ωB97M-V functional and the def2-TZVPD basis) of C39H36Cl3N5OP2V as an isolated structure at a distorted geometry.

Cartesian coordinates (Å):
V1 0.0595 -0.1196 0.7435
C1 -1.7291 1.9566 3.0580
N1 -2.1677 2.7813 1.9689
C2 -2.7544 2.0842 0.8690
P1 -1.6261 1.0985 -0.3086
C3 -2.8169 0.0177 -1.1797
C4 -2.4744 -0.3815 -2.4763
C5 -3.3408 -1.1633 -3.2242
C6 -4.5626 -1.5504 -2.6893
C7 -4.8945 -1.1876 -1.3938
C8 -4.0204 -0.4235 -0.6321
C9 -1.1962 2.2468 -1.6514
C10 0.1322 2.5054 -1.9738
C11 0.4379 3.4158 -2.9758
C12 -0.5799 4.0589 -3.6615
C13 -1.9096 3.7813 -3.3626
C14 -2.2200 2.8755 -2.3648
C15 -1.8463 4.1600 1.9184
C16 -1.7753 4.9114 3.0941
C17 -1.5222 6.2712 3.0480
C18 -1.3503 6.9211 1.8350
C19 -1.4277 6.1868 0.6642
C20 -1.6637 4.8207 0.7040
P2 -0.0720 1.1714 2.6592
C21 0.2395 0.1292 4.1159
C22 1.3936 0.2287 4.8920
C23 1.5648 -0.6069 5.9879
C24 0.5983 -1.5482 6.3090
C25 -0.5372 -1.6752 5.5200
C26 -0.7148 -0.8452 4.4253
C27 0.9895 2.6385 2.7562
C28 1.1869 3.3161 3.9607
C29 1.9009 4.5020 3.9771
C30 2.4072 5.0300 2.7973
C31 2.1962 4.3712 1.5955
C32 1.4948 3.1762 1.5759
H1 -2.4566 1.1689 3.2692
H2 -1.5778 2.5394 3.9624
H3 -3.3411 2.7666 0.2537
H4 -3.4225 1.3237 1.2782
H5 -1.5403 -0.0435 -2.9100
H6 -3.0748 -1.4514 -4.2332
H7 -5.2539 -2.1357 -3.2811
H8 -5.8431 -1.4941 -0.9725
H9 -4.3027 -0.1649 0.3797
H10 0.9233 1.9858 -1.4431
H11 1.4712 3.6242 -3.2205
H12 -0.3399 4.7734 -4.4375
H13 -2.7033 4.2737 -3.9086
H14 -3.2563 2.6502 -2.1412
H15 -1.9532 4.4519 4.0576
H16 -1.4843 6.8349 3.9710
H17 -1.1723 7.9873 1.8027
H18 -1.3067 6.6752 -0.2942
H19 -1.6959 4.2751 -0.2232
H20 2.1524 0.9608 4.6461
H21 2.4520 -0.5138 6.6006
H22 0.7300 -2.1847 7.1737
H23 -1.2878 -2.4158 5.7635
H24 -1.6040 -0.9463 3.8143
H25 0.7798 2.9258 4.8863
H26 2.0509 5.0233 4.9136
H27 2.9667 5.9557 2.8172
H28 2.5726 4.7937 0.6729
H29 1.3217 2.6618 0.6407
Cl1 -1.5181 -4.7439 2.1331
C33 -2.5397 -3.5497 1.2975
Cl2 -4.0936 -3.3947 2.1444
Cl3 -2.8355 -4.0768 -0.3878
C34 -1.8302 -2.3013 1.2355
N2 -1.2500 -1.2938 1.1500
C35 3.9716 -0.9856 1.9526
N3 3.1720 -1.6685 0.9289
C36 3.4213 -2.9428 0.5298
C37 2.6148 -3.5774 -0.3514
C38 1.4700 -2.8814 -0.8276
N4 1.2562 -1.6095 -0.4535
C39 2.1086 -1.0022 0.3779
O1 1.8980 0.2102 0.6899
N5 0.5965 -3.4429 -1.6477
H30 4.9186 -1.5013 2.0807
H31 3.4291 -0.9745 2.8988
H32 4.1542 0.0405 1.6473
H33 4.2964 -3.4153 0.9536
H34 2.8318 -4.5827 -0.6793
H35 0.7237 -4.3845 -1.9788
H36 -0.2040 -2.9204 -1.9689

Output
Lowest unoccupied orbital energy (alpha / beta) (eV): -6.40 / -6.24
DFT total energy (eV): -132344.6106
Orbital gap (alpha / beta) (hartree): 0.203 / 0.210
Total charge: +2
Multiplicity: 2
⟨S²⟩: 0.7601

---

Entry 3:
The following is a DFT calculation (the ωB97M-V functional and the def2-TZVPD basis) of C29H51N5OReSSi4Te as an isolated structure.

Cartesian coordinates (Å):
Re1 1.8737 -0.4439 0.5515
S1 -1.6614 -4.9423 -2.8032
C1 -0.8230 -3.6862 -1.9621
C2 0.5702 -3.5992 -2.1319
C3 1.2710 -2.6130 -1.4996
N1 0.6882 -1.7295 -0.6465
C4 -0.6489 -1.8150 -0.4792
C5 -1.4241 -2.7444 -1.1191
C6 -3.3371 -4.6499 -2.2871
C7 -3.8215 -5.2511 -1.1351
C8 -5.1320 -4.9761 -0.7641
N2 -5.9369 -4.1725 -1.4580
C9 -5.4619 -3.6265 -2.5751
C10 -4.1667 -3.8322 -3.0377
H1 1.0985 -4.2991 -2.7674
H2 2.3396 -2.5154 -1.6260
H3 -1.0934 -1.1041 0.2029
H4 -2.4906 -2.7465 -0.9425
H5 -3.2053 -5.9187 -0.5464
H6 -5.5506 -5.4237 0.1307
H7 -6.1451 -2.9958 -3.1338
H8 -3.8267 -3.3731 -3.9578
C11 1.3480 5.3880 -1.8493
Si1 1.4666 4.9214 -0.0505
C12 3.2270 4.5824 0.4627
C13 0.6242 6.1335 1.0714
C14 0.5169 3.2717 0.1543
Te1 1.4230 1.7489 -0.9994
C15 -0.0484 1.2210 -2.4475
Si2 -1.9165 1.7140 -2.5867
C16 -2.9411 0.2084 -2.1890
C17 -2.4928 3.1278 -1.5212
C18 -2.0755 2.1718 -4.3792
H9 1.9229 6.2948 -2.0537
H10 0.3140 5.5849 -2.1461
H11 1.7511 4.6093 -2.5067
H12 3.7606 5.5245 0.6156
H13 3.7855 4.0196 -0.2911
H14 3.2715 4.0352 1.4104
H15 1.0774 7.1237 0.9697
H16 0.7194 5.8345 2.1187
H17 -0.4393 6.2322 0.8392
H18 -0.5142 3.3240 -0.1868
H19 0.5146 2.9398 1.1902
H20 0.0328 0.1325 -2.5157
H21 0.4243 1.6122 -3.3530
H22 -3.0112 0.0279 -1.1116
H23 -2.5618 -0.6945 -2.6756
H24 -3.9595 0.3758 -2.5545
H25 -2.4943 2.9099 -0.4513
H26 -3.5363 3.3073 -1.8029
H27 -1.9544 4.0613 -1.7036
H28 -1.7957 1.3463 -5.0392
H29 -1.4468 3.0312 -4.6293
H30 -3.1096 2.4424 -4.6100
N3 5.2066 -0.6105 -2.2769
C19 4.5767 -0.2782 -1.1582
O1 3.3869 -0.7305 -0.9569
C20 5.2478 0.5830 -0.2062
C21 4.4245 0.7497 0.8677
N4 3.4173 0.5741 1.4339
C22 6.5414 1.1152 -0.4394
N5 7.5876 1.4953 -0.7318
H31 4.7552 -1.2126 -2.9438
H32 6.1506 -0.3018 -2.4550
C23 1.9647 -3.6832 1.7127
Si3 0.7811 -2.6651 2.7697
C24 1.3068 -2.8338 4.5448
C25 -0.9711 -3.2849 2.5645
C26 1.0047 -0.7958 2.3355
Si4 -0.2841 0.4174 3.0670
C27 -1.0917 -0.2570 4.6011
C28 -1.6205 0.7978 1.8059
C29 0.6954 1.9167 3.6048
H33 1.4811 -4.1104 0.8319
H34 2.3481 -4.5178 2.3067
H35 2.8545 -3.1315 1.3748
H36 1.4217 -3.8994 4.7677
H37 0.5678 -2.4322 5.2417
H38 2.2677 -2.3532 4.7466
H39 -1.1563 -3.7516 1.5976
H40 -1.7262 -2.5098 2.7228
H41 -1.1404 -4.0510 3.3287
H42 1.8541 -0.5623 3.0071
H43 -1.7091 -1.1420 4.4348
H44 -1.7432 0.5246 5.0066
H45 -0.3535 -0.4880 5.3729
H46 -2.3054 -0.0510 1.6987
H47 -1.2278 1.0517 0.8163
H48 -2.2236 1.6466 2.1442
H49 1.1975 1.6697 4.5461
H50 0.0371 2.7674 3.8087
H51 1.4781 2.2386 2.9162

Output
Lowest unoccupied orbital energy (alpha / beta) (eV): -7.28 / -7.45
DFT total energy (eV): -92155.7799
Orbital gap (alpha / beta) (hartree): 0.248 / 0.252
Total charge: +2
Energy above the lowest of the compared OMol25 structures with the same formula, charge and spin (eV): 0.000
Multiplicity: 4
⟨S²⟩: 3.7957

---

Entry 4:
The following is a DFT calculation (the ωB97M-V functional and the def2-TZVPD basis) of an isolated ion of composition C4H3N2O3 and charge -1 at a distorted geometry.

Cartesian coordinates (Å):
C1 -0.7272 -1.0857 -0.3046
C2 -1.8771 -0.2319 -0.3490
C3 0.4788 -0.5608 -0.1586
C4 1.8480 -0.5473 -0.0147
N1 -1.7225 1.0640 -0.2475
N2 -0.6326 1.5407 0.1741
O1 2.3111 0.2365 1.0468
O2 2.6651 -1.0920 -0.7503
O3 -0.1021 2.6325 -0.1019
H1 -0.9445 -2.1518 -0.2719
H2 -2.8831 -0.6196 -0.3428
H3 1.5861 0.8154 1.3204

Output
Lowest unoccupied orbital energy (alpha / beta) (eV): 3.97 / 3.97
DFT total energy (eV): -13316.0551
Orbital gap (alpha / beta) (hartree): 0.265 / 0.265
Total charge: -1
SMILES string: O=N/N=C\C=C=C([O-])O
Energy above the lowest of the compared OMol25 structures with the same formula, charge and spin (eV): 5.545